(1)
This record from the Open Molecules 2025 dataset describes one molecule with the formula C5H6FNO in a non-equilibrium geometry. The level of theory is the ωB97M-V functional and the def2-TZVPD basis.

ORCA input file:
```
! RIJCOSX wB97M-V def2-TZVPD def2/J DEFGRID3
* xyz 0 1
H 1.23026 -1.30644 -1.47057
C -0.12883 -1.11142 0.38161
C 0.85728 -0.50789 -0.59693
H -1.15938 1.98702 0.81895
C -1.52798 -0.34048 0.15947
N -0.00800 0.01602 1.52329
O -2.53490 -0.72824 -0.32305
F 2.15757 -0.48856 0.13604
H 1.07714 0.20000 1.51369
H -0.13483 -2.14110 0.68887
H 1.06364 1.58966 -0.94178
C 0.13011 0.92084 -0.78119
H -0.28425 0.96269 -1.74607
C -0.73784 0.94791 0.63767
*
```

Output
Frontier orbital gap (eV): 10.8091
SMILES: O=C1[C@@H]2C[C@@H](F)[C@H]1N2
ΔE to the lowest compared entry with this formula, charge and spin (kcal/mol): 103.4
HOMO energy (eV): -9.9

(2)
This record from the Open Molecules 2025 dataset describes C37H79AsF6HgN2O15S6 as an isolated structure in a non-equilibrium geometry. The level of theory is the ωB97M-V functional and the def2-TZVPD basis.

ORCA input file:
```
! RIJCOSX wB97M-V def2-TZVPD def2/J DEFGRID3
* xyz 1 2
H -2.05590 2.07022 3.18563
H 0.47635 6.58062 -1.80887
F 1.41824 0.17049 -2.09139
H 2.01716 7.17904 -2.26409
H 2.97146 -5.66813 -1.68243
H 0.69692 1.31175 6.55549
C 2.34370 -4.19639 -3.11530
H -6.84271 -3.50391 -2.30723
O 0.16595 0.45306 -4.75313
As 0.13351 -0.20132 -0.86189
C -1.07757 2.53497 3.06330
C -4.27641 1.42602 -1.18131
C -5.71133 1.92808 -0.86117
O 6.14441 -1.99043 2.08934
H 0.18638 5.11066 4.65880
O -0.92202 0.38764 -7.02749
C -2.57653 0.64209 -4.88965
H 0.07717 -1.26748 4.55150
H 2.39467 0.54855 1.94647
H -4.33872 0.61873 -1.91103
S -4.69427 3.74070 -2.49879
H 5.80882 0.15437 3.64567
H 1.53858 -3.86389 -2.46006
H -0.90813 -2.29341 -6.22035
O 5.50926 2.61865 -1.88094
F 0.70177 1.17323 0.03564
H -3.01772 -2.41394 -0.36998
O 3.91553 2.63154 -3.43254
H 0.41858 4.47072 3.03227
C 3.91209 -0.69873 1.21125
O 4.23110 0.84272 -2.33150
H -4.29688 -0.56909 -4.09763
H 0.04417 -5.15541 0.41885
C 4.58880 2.02443 -2.60159
H -1.21064 3.51481 2.60470
Hg 2.36724 0.85935 -3.99753
O 4.23126 -3.07760 -4.75500
O 6.43669 -0.17224 0.14008
O 2.45019 -1.50602 -3.99065
O -4.50901 3.69848 -3.96770
C 1.49124 6.25256 -2.03357
H -5.21736 -4.07725 -2.90658
H 2.75784 4.36016 3.30979
H 5.11396 -4.16114 -1.07634
C -5.02784 -2.45248 -1.52721
C 0.25590 -4.17029 0.83453
H -2.34899 1.56672 -4.35918
C -3.47248 2.59401 -1.68659
C -5.87927 -4.80281 -0.97888
H 2.38290 1.58342 5.99871
H -0.26641 -0.36806 3.22919
H 2.39594 3.37122 -0.81109
C -0.88884 -2.43815 2.99194
C 3.44140 -4.88326 -2.27506
H 3.97691 1.82952 3.48429
H 1.06625 -1.56412 3.03150
H 0.90166 3.64613 0.03088
O -4.30657 -4.60070 1.21205
H -1.40305 -4.37471 6.31189
F -1.12404 -0.59173 0.37190
H -1.80501 -2.15633 3.51088
H 1.05637 -3.73430 0.23681
H -3.72473 1.01403 -0.33632
C 1.42560 5.20313 -3.14285
H -0.49263 1.49997 4.75391
H -6.23015 2.11106 -2.89207
S -4.18762 -4.66503 -0.21894
C -3.69558 -2.99526 -0.99503
H 3.53097 -1.82629 -1.50576
H -7.09849 3.40941 -2.00145
C -3.21340 -0.54365 -4.21399
C 5.75837 0.67831 2.69119
C 0.85167 4.51743 4.03145
C -2.70067 -1.77056 -4.93504
H 1.34215 -3.59242 2.60161
O -4.59957 4.98491 -1.75381
C 4.14533 -2.52237 -2.07685
C 4.09187 -3.87366 -1.32287
F -1.01363 0.79467 -1.77211
O -3.25386 -5.68211 -0.73373
H -6.07310 -5.79077 -1.39657
H 1.99722 4.07998 6.26011
H 3.51685 -3.83847 -0.39755
C -5.79654 -3.69322 -2.06684
S -0.95974 0.07694 -5.58809
H -0.55632 -2.07599 -4.51742
H -3.31128 -1.99333 -5.81005
C -0.41017 2.54721 4.46309
H -0.67742 -3.63793 0.65123
H 0.00156 -5.28167 4.53756
N 0.89986 3.14729 4.61797
H 1.71609 6.04880 0.06871
S 3.26113 -2.67635 -3.76064
H -2.79395 2.39691 -2.51656
H 0.40308 -3.73530 5.12343
S 5.84688 -0.69840 1.36748
H -3.00397 -3.24727 -1.79894
H 5.84662 1.86580 -1.39001
H 5.09053 -2.02908 -2.30347
F -0.41219 -1.62389 -1.85709
H -1.10775 3.01472 5.15802
C 0.08548 -1.37202 3.46655
N -0.58211 -3.81054 3.20128
H 4.14685 -5.32424 -2.97932
H -5.53661 -2.06623 -0.64400
C 2.24012 5.09437 3.92704
H -6.65594 -4.38737 -0.33678
H -2.94133 -2.68355 -4.39041
H -4.83838 -1.72575 -2.31718
H -2.76203 -0.60660 -3.22383
H -2.50500 -4.94343 5.04991
C 0.56009 -4.30102 2.32890
C 4.34300 1.33486 2.58462
H -6.40189 1.09056 -0.76219
H 1.97251 -4.67447 -4.02181
H 0.83798 -5.34478 2.47533
C 1.55298 1.98605 6.57941
H -2.16471 -3.25659 5.12225
H 3.59626 -1.72817 1.38043
F 1.26247 -1.26346 -0.04431
H 6.60681 1.35615 2.59745
O 1.06961 2.52484 -3.14058
H -0.53659 1.96732 2.30619
H -1.07037 -2.28423 1.92824
C -6.20114 2.79194 -2.04138
H 3.11534 5.45877 -0.90150
H 2.79000 5.21887 4.85990
S 0.60649 3.73709 -2.35651
H 3.72589 -0.48733 0.15829
H 2.37063 4.75841 -3.45468
H 1.74626 2.06378 7.64931
C 1.53401 4.03695 -0.76629
C 1.24529 3.33256 6.00698
H -3.17864 0.93376 -5.75017
C -1.19631 -1.73359 -5.33060
H 4.20696 2.14242 1.86529
H 0.85202 5.40357 -4.04780
H 2.17998 6.00324 3.32833
C -1.70816 -4.23453 5.27489
H -2.83602 3.16053 -1.00683
C -0.39520 -4.26886 4.60753
C 3.38685 0.20873 2.24345
H 0.33386 3.66303 6.50517
C 2.02927 5.49548 -0.81665
H 3.33016 -0.35919 3.17207
O -0.80772 4.09950 -2.08025
H -5.66455 2.45391 0.09246
*
```

Output
Frontier orbital gap (spin up / spin down) (eV): 7.6047 / 4.3802
Expectation value of S²: 0.754
HOMO energy (spin up / spin down) (eV): -10.8 / -10.8

(3)
This record from the Open Molecules 2025 dataset describes a 2-piece molecular cluster, C11H16N2O overall in a non-equilibrium geometry. The level of theory is the ωB97M-V functional and the def2-TZVPD basis.

ORCA input file:
```
! RIJCOSX wB97M-V def2-TZVPD def2/J DEFGRID3
* xyz 0 1
H 3.23725 -0.05547 -3.68294
C 2.08658 -1.79613 -4.26866
H -1.28443 1.68367 4.48500
C 0.04036 -2.14042 -2.97714
C 1.42653 -0.23839 -2.52181
H 2.80380 -2.12450 -5.01374
C -0.74405 -0.47482 -1.21118
H -1.19412 -0.92774 3.19723
H -2.07332 2.60747 3.21918
H 0.05316 -0.07940 4.11721
C 0.92169 -2.53886 -3.97754
C 0.28304 -0.97785 -2.20448
C -0.33829 -0.26624 3.12705
H -2.60521 0.93147 3.58465
H 0.46122 -0.71201 2.54378
C -1.25814 1.04372 0.69371
H 0.74505 -3.46074 -4.54450
H -2.33941 0.72361 0.67745
N 0.41903 1.88488 2.83120
N -0.72829 1.05274 2.60804
C -0.40569 0.57953 -0.24715
H -0.87587 -2.71155 -2.80818
C 2.32505 -0.62953 -3.50962
H 0.23321 2.82678 2.48703
H 0.66712 0.82233 -0.13491
H 1.20717 1.53315 2.29701
H -1.05820 2.16329 0.86378
H 1.59909 0.70616 -1.98697
O -1.85015 -1.02681 -1.14770
C -1.75418 1.60167 3.50421
*
```

Output
Frontier orbital gap (eV): 8.0435
SMILES: C=CC(=O)c1ccccc1.CN(C)N
ΔE to the lowest compared entry with this formula, charge and spin (kcal/mol): 73.6
HOMO energy (eV): -7.4

(4)
This record from the Open Molecules 2025 dataset describes C17H11F2IrN2OS as an isolated structure. The level of theory is the ωB97M-V functional and the def2-TZVPD basis.

ORCA input file:
```
! RIJCOSX wB97M-V def2-TZVPD def2/J DEFGRID3
* xyz 1 2
C 0.28741 2.74173 -1.39660
C -0.80485 0.35149 3.37290
C 0.42391 3.30492 -2.64568
C -2.01060 2.42684 -1.74752
H -0.59979 3.87572 -4.44535
F 4.29094 0.21124 2.42902
Ir -0.49329 -0.30462 0.38780
H -2.92174 2.05825 -1.30171
N 0.05998 0.13476 2.37715
H 1.40001 3.63977 -2.96465
C 1.48475 -0.41344 0.20944
C -0.68908 3.43316 -3.46339
O -1.02101 1.79299 0.24457
C 3.57856 -0.07565 1.32910
F 4.21045 -0.81302 -2.10722
H 5.36718 -0.26351 0.15644
C 4.28800 -0.30397 0.16948
H 2.92660 0.37410 4.08637
H 1.09071 2.59755 -0.68985
C 1.86751 0.37029 3.89417
H 1.67320 -0.89240 -1.89568
H -1.12252 0.74992 5.44628
C -0.83113 -0.89806 -1.33702
C 0.96904 0.58954 4.92297
C -0.39470 0.58203 4.66670
C 2.17368 -0.64775 -0.97164
S -1.09882 -1.37850 -2.76242
C -1.91876 2.98702 -3.00213
H -1.85478 0.33941 3.10815
H 1.33465 0.76618 5.92553
N -0.91641 2.31854 -0.97759
C 1.39174 0.13987 2.60732
H -2.81135 3.07019 -3.60458
C 2.18876 -0.11998 1.39993
C 3.55670 -0.58788 -0.96432
*
```

Output
Frontier orbital gap (spin up / spin down) (eV): 7.4139 / 7.2939
Expectation value of S²: 0.755
ΔE to the lowest compared entry with this formula, charge and spin (kcal/mol): 0.0
HOMO energy (spin up / spin down) (eV): -11.3 / -11.6

Number 1: electronic energy -11533.673 eV. Number 2: electronic energy -219662.873 eV. Number 3: electronic energy -16690.735 eV. Number 4: electronic energy -41936.070 eV.